Entry 1:
{
  "formula": "C36H33ClEuFN6O4",
  "method": "wB97M-V/def2-TZVPD",
  "species": ["Eu", "Cl", "C", "C", "C", "C", "O", "C", "C", "N", "C", "C", "C", "C", "C", "C", "C", "C", "N", "C", "C", "H", "H", "H", "H", "H", "H", "H", "H", "H", "H", "F", "C", "C", "C", "C", "O", "C", "C", "N", "C", "C", "C", "C", "C", "C", "N", "C", "C", "N", "C", "C", "C", "O", "O", "H", "H", "H", "H", "H", "H", "H", "H", "H", "H", "H", "H", "H", "H", "H", "H", "H", "H", "C", "C", "C", "N", "H", "H", "H", "H", "H"],
  "positions_angstrom": [[2.534, 1.509, -0.319], [6.230, -2.823, 4.217], [5.177, -1.690, 3.449], [3.823, -1.652, 3.811], [2.979, -0.761, 3.207], [3.413, 0.150, 2.205], [2.572, 0.987, 1.698], [4.811, 0.100, 1.845], [5.430, 0.922, 0.863], [4.839, 1.812, 0.111], [5.583, 2.618, -0.757], [6.942, 2.866, -0.653], [7.605, 3.699, -1.559], [6.929, 4.331, -2.566], [5.536, 4.159, -2.692], [4.774, 4.827, -3.674], [3.420, 4.623, -3.731], [2.829, 3.746, -2.813], [3.506, 3.102, -1.878], [4.852, 3.293, -1.794], [5.654, -0.832, 2.494], [3.460, -2.322, 4.576], [1.939, -0.712, 3.499], [6.507, 0.758, 0.759], [7.516, 2.431, 0.150], [8.668, 3.846, -1.445], [7.443, 4.977, -3.260], [5.265, 5.491, -4.370], [2.811, 5.128, -4.464], [1.757, 3.565, -2.845], [6.699, -0.859, 2.224], [-4.955, 0.492, 0.090], [-3.927, -0.394, 0.142], [-2.656, 0.079, -0.010], [-1.573, -0.800, -0.076], [-0.251, -0.243, -0.300], [0.040, 0.953, -0.106], [0.685, -1.219, -0.793], [0.444, -2.543, -0.647], [-0.715, -3.055, -0.149], [-0.638, -4.440, 0.254], [-1.634, -5.529, -0.035], [-1.412, -5.067, 1.376], [-1.787, -2.198, 0.009], [-3.103, -2.637, 0.215], [-4.185, -1.768, 0.296], [-5.464, -2.252, 0.543], [-6.012, -3.404, -0.118], [-7.056, -2.970, -1.162], [-8.111, -2.168, -0.488], [-7.527, -0.970, 0.173], [-6.479, -1.453, 1.181], [1.956, -0.549, -1.253], [3.018, -0.753, -0.634], [1.819, 0.403, -2.062], [-2.475, 1.134, -0.133], [1.212, -3.250, -0.926], [0.394, -4.761, 0.198], [-1.225, -6.484, -0.328], [-2.561, -5.305, -0.536], [-0.858, -5.718, 2.035], [-2.170, -4.500, 1.889], [-3.304, -3.686, 0.318], [-6.485, -4.060, 0.624], [-5.227, -3.969, -0.617], [-7.508, -3.840, -1.639], [-6.588, -2.348, -1.929], [-8.560, -2.749, 0.234], [-8.834, -1.891, -1.162], [-8.307, -0.398, 0.675], [-7.065, -0.339, -0.589], [-6.968, -2.069, 1.947], [-6.032, -0.603, 1.692], [-2.016, 4.243, 0.433], [-0.732, 4.928, 0.921], [0.406, 4.168, 0.522], [1.286, 3.519, 0.167], [-2.883, 4.820, 0.743], [-2.089, 3.244, 0.856], [-2.017, 4.168, -0.651], [-0.728, 5.008, 2.012], [-0.648, 5.938, 0.507]],
  "mulliken_charge": [0.527, -0.168, 0.414, -0.835, -0.367, 0.338, -0.525, 1.093, -0.225, -0.041, 0.890, -0.856, -0.902, -0.932, 0.801, -0.574, -0.982, 0.024, -0.082, 0.220, -1.186, 0.419, 0.512, 0.211, 0.374, 0.393, 0.399, 0.447, 0.390, 0.501, 0.439, -0.398, 1.192, -1.804, 0.641, 1.360, -0.690, -0.082, -0.621, 0.215, -0.061, -0.564, -0.640, -0.535, -0.539, -0.274, 0.073, -0.545, -0.866, -0.060, -0.706, -0.951, 0.808, -0.589, -0.623, 0.493, 0.388, 0.440, 0.316, 0.137, 0.271, 0.253, 0.374, 0.317, 0.286, 0.455, 0.342, 0.389, 0.359, 0.322, 0.458, 0.349, 0.490, -0.953, -0.399, 0.382, -0.411, 0.402, 0.171, 0.348, 0.265, 0.299],
  "charge": 1,
  "homo_lumo_gap_ev": [3.1, 4.7],
  "e_lumo_ev": [-2.59, -4.41],
  "s2": 15.8148,
  "multiplicity": 8,
  "e_homo_ev": [-5.671, -9.130]
}


Entry 2:
{
  "formula": "C10H13NO",
  "method": "wB97M-V/def2-TZVPD",
  "species": ["C", "C", "C", "C", "C", "C", "C", "C", "C", "C", "H", "H", "H", "H", "H", "H", "H", "H", "H", "H", "H", "H", "H", "N", "O"],
  "positions_angstrom": [[1.987, 0.060, -0.425], [1.617, 1.356, 0.460], [0.094, 1.615, 0.101], [-0.864, 0.434, -0.101], [-2.310, 0.667, -0.185], [-3.117, -0.483, 0.061], [-2.569, -1.638, 0.128], [-1.258, -1.906, -0.130], [-0.307, -0.849, -0.071], [1.200, -1.045, 0.085], [3.706, -0.465, 0.566], [3.359, -1.081, -1.008], [1.815, 0.183, -1.453], [2.309, 2.052, 0.059], [1.929, 1.300, 1.524], [0.011, 2.248, -0.828], [-0.589, 2.169, 0.926], [-2.101, 2.579, 0.464], [-4.164, -0.201, -0.020], [-3.282, -2.547, 0.121], [-0.796, -2.974, -0.131], [1.378, -1.158, 1.286], [1.297, -1.979, -0.519], [3.455, -0.272, -0.389], [-2.798, 1.934, -0.520]],
  "mulliken_charge": [-0.304, -1.344, -0.173, 1.000, -0.001, -0.553, -0.504, -0.907, 0.481, -0.347, 0.297, 0.331, 0.452, 0.400, 0.353, 0.274, 0.107, 0.389, 0.374, 0.225, 0.243, 0.112, 0.399, -0.689, -0.615],
  "homo_lumo_gap_ev": 8.5,
  "e_lumo_ev": 0.05,
  "e_homo_ev": -8.435
}


Entry 3:
{
  "formula": "C4H8FN",
  "method": "wB97M-V/def2-TZVPD",
  "species": ["C", "C", "C", "C", "H", "H", "H", "H", "H", "H", "H", "H", "N", "F"],
  "positions_angstrom": [[0.644, -1.278, -0.520], [0.261, 0.059, 0.053], [-0.586, 0.105, 1.262], [-1.115, 0.503, -0.099], [-0.167, -1.930, -0.235], [1.712, -1.537, -0.162], [0.660, -1.243, -1.627], [1.752, 0.735, -1.098], [0.321, 2.195, -0.348], [-0.436, 0.806, 2.010], [-0.908, -0.892, 1.635], [-1.299, 1.629, -0.003], [1.263, 1.101, -0.082], [-2.101, -0.254, -0.785]],
  "mulliken_charge": [-1.471, 0.803, -0.717, -0.074, 0.350, 0.360, 0.362, 0.330, 0.318, 0.298, 0.229, 0.218, -0.687, -0.318],
  "homo_lumo_gap_ev": 10.0,
  "e_lumo_ev": 0.61,
  "e_homo_ev": -9.419
}


Entry 4:
{
  "formula": "C3H13N4O",
  "method": "wB97M-V/def2-TZVPD",
  "species": ["C", "C", "C", "N", "N", "N", "N", "O", "H", "H", "H", "H", "H", "H", "H", "H", "H", "H", "H", "H", "H"],
  "positions_angstrom": [[0.107, 1.075, 1.619], [-2.013, -0.099, -2.398], [0.954, 0.728, 0.473], [-1.935, 0.897, -1.554], [-0.918, -0.667, -2.800], [2.287, 0.542, 0.611], [0.023, -1.734, 1.152], [0.467, 0.714, -0.663], [0.675, 1.601, 2.349], [-0.742, 1.638, 1.336], [-0.170, 0.063, 1.955], [-2.921, -0.178, -2.964], [-2.661, 1.542, -1.264], [-0.946, 0.912, -0.896], [-0.007, -0.570, -2.242], [-0.965, -1.330, -3.453], [2.871, 0.494, -0.221], [2.705, 1.052, 1.322], [0.906, -1.266, 1.041], [-0.024, -1.841, 2.113], [0.157, -2.616, 0.710]],
  "mulliken_charge": [-0.926, 0.066, 0.551, -0.307, -0.222, -0.389, -0.663, -0.724, 0.435, 0.382, 0.237, 0.355, 0.210, 0.335, 0.293, 0.178, 0.259, 0.236, 0.240, 0.202, 0.252],
  "charge": 1,
  "homo_lumo_gap_ev": 11.3,
  "e_lumo_ev": -2.56,
  "e_homo_ev": -13.812
}


Entry 5:
{
  "formula": "C29H23HfN7O5",
  "method": "wB97M-V/def2-TZVPD",
  "species": ["Hf", "O", "C", "O", "H", "N", "C", "C", "C", "C", "C", "C", "C", "N", "C", "C", "N", "C", "H", "H", "H", "H", "H", "H", "H", "C", "O", "C", "C", "C", "C", "C", "C", "N", "C", "C", "C", "C", "C", "C", "C", "O", "H", "H", "H", "H", "H", "H", "H", "H", "H", "H", "H", "H", "H", "N", "C", "O", "C", "C", "N", "C", "N", "H", "H"],
  "positions_angstrom": [[14.023, 9.440, 8.489], [14.660, 9.973, 10.423], [14.642, 8.777, 10.913], [14.359, 7.839, 10.118], [14.891, 8.616, 11.963], [24.607, 11.471, 8.430], [23.547, 11.024, 8.466], [22.242, 10.442, 8.347], [22.002, 9.149, 8.757], [20.737, 8.588, 8.660], [19.704, 9.362, 8.164], [19.953, 10.660, 7.703], [21.212, 11.197, 7.755], [18.349, 8.898, 8.095], [17.891, 7.866, 7.291], [16.555, 7.914, 7.330], [16.197, 8.933, 8.213], [17.313, 9.492, 8.647], [22.811, 8.575, 9.188], [20.573, 7.584, 9.006], [19.149, 11.224, 7.236], [21.458, 12.185, 7.354], [18.576, 7.322, 6.657], [15.841, 7.295, 6.802], [17.395, 10.341, 9.305], [10.272, 13.711, 10.100], [10.299, 12.325, 9.740], [10.770, 11.440, 10.640], [11.570, 11.647, 11.719], [11.938, 10.539, 12.485], [11.579, 9.263, 12.156], [10.720, 9.027, 11.105], [10.343, 10.124, 10.365], [9.406, 10.074, 9.263], [9.225, 9.208, 8.290], [9.907, 7.975, 8.016], [9.017, 6.982, 7.498], [9.446, 5.774, 7.030], [10.807, 5.502, 7.116], [11.667, 6.465, 7.635], [11.289, 7.741, 8.043], [12.195, 8.667, 8.294], [9.856, 13.875, 11.092], [9.706, 14.241, 9.347], [11.291, 14.119, 10.036], [11.886, 12.651, 12.002], [12.517, 10.697, 13.392], [11.857, 8.430, 12.794], [10.372, 8.028, 10.874], [8.785, 10.894, 9.208], [8.356, 9.467, 7.667], [7.939, 7.244, 7.379], [8.767, 5.102, 6.516], [11.266, 4.612, 6.706], [12.740, 6.303, 7.580], [13.335, 13.578, 7.495], [13.390, 12.266, 7.301], [13.713, 11.482, 8.261], [13.105, 11.769, 6.006], [12.493, 12.572, 5.050], [11.915, 13.356, 4.435], [13.536, 10.441, 5.910], [13.975, 9.404, 6.158], [13.578, 13.937, 8.412], [13.263, 14.232, 6.702]],
  "mulliken_charge": [1.490, -0.560, 0.412, -0.564, 0.459, -0.396, -0.111, 0.498, -0.644, -0.544, 0.270, -0.129, -0.827, 0.185, -0.440, -0.507, -0.188, -0.198, 0.458, 0.508, 0.463, 0.441, 0.474, 0.477, 0.589, -0.915, -0.436, 0.687, -0.280, -0.803, -0.915, -0.240, -0.026, 0.078, -0.492, 0.805, -0.864, -0.734, -0.725, -0.676, 0.973, -0.170, 0.415, 0.294, 0.288, 0.507, 0.428, 0.512, 0.587, 0.297, 0.497, 0.367, 0.426, 0.443, 0.337, -0.413, 1.432, -0.788, -0.214, -0.227, -0.424, 0.449, -0.591, 0.280, 0.219],
  "charge": 2,
  "homo_lumo_gap_ev": 7.9,
  "e_lumo_ev": -6.34,
  "e_homo_ev": -14.209
}


Entry 6:
{
  "formula": "C46H58Cl4GeInNO6SSe",
  "method": "wB97M-V/def2-TZVPD",
  "species": ["In", "C", "C", "C", "C", "C", "C", "C", "Se", "C", "C", "C", "C", "C", "C", "O", "C", "C", "C", "C", "C", "C", "C", "C", "C", "O", "C", "C", "C", "C", "C", "C", "H", "H", "H", "H", "H", "H", "H", "H", "H", "H", "H", "H", "H", "H", "H", "H", "H", "H", "H", "H", "H", "H", "H", "H", "H", "H", "H", "H", "H", "H", "H", "H", "H", "H", "H", "H", "H", "H", "H", "H", "Cl", "Ge", "Cl", "Cl", "C", "C", "C", "C", "Cl", "C", "C", "C", "O", "C", "C", "O", "O", "H", "H", "H", "H", "H", "H", "H", "H", "N", "C", "C", "C", "C", "C", "C", "C", "C", "S", "C", "O", "H", "H", "H", "H", "H", "H", "H", "H", "H", "H"],
  "positions_angstrom": [[11.895, 11.592, 11.837], [13.832, 6.580, 17.158], [15.052, 7.419, 16.709], [16.075, 6.380, 16.213], [15.674, 8.154, 17.914], [14.639, 8.404, 15.637], [13.379, 8.396, 15.053], [13.068, 9.304, 13.989], [11.274, 9.392, 13.476], [10.551, 10.771, 14.651], [9.455, 10.458, 15.450], [8.775, 11.465, 16.111], [9.287, 12.764, 16.022], [10.416, 13.115, 15.282], [11.073, 12.077, 14.566], [12.098, 12.364, 13.788], [10.871, 14.575, 15.145], [12.283, 14.742, 15.738], [10.810, 15.002, 13.672], [9.952, 15.508, 15.945], [7.561, 11.149, 17.013], [7.104, 9.688, 16.942], [6.344, 12.030, 16.678], [8.028, 11.456, 18.432], [14.019, 10.095, 13.381], [13.791, 10.737, 12.259], [15.299, 10.151, 14.003], [15.542, 9.335, 15.083], [16.423, 11.157, 13.540], [16.503, 12.260, 14.578], [17.781, 10.438, 13.557], [16.272, 11.888, 12.208], [14.168, 5.865, 17.922], [13.042, 7.235, 17.589], [13.428, 6.026, 16.337], [16.207, 5.641, 17.039], [15.761, 5.827, 15.278], [17.001, 6.861, 15.951], [15.715, 7.398, 18.723], [16.661, 8.495, 17.677], [15.064, 9.011, 18.171], [12.606, 7.717, 15.420], [9.171, 9.418, 15.440], [8.662, 13.530, 16.513], [13.052, 14.182, 15.185], [12.575, 15.773, 15.679], [12.271, 14.415, 16.764], [11.610, 14.503, 13.140], [9.873, 14.744, 13.231], [10.905, 16.075, 13.596], [9.798, 15.134, 16.970], [10.299, 16.555, 15.843], [8.923, 15.525, 15.501], [6.881, 9.395, 15.869], [7.814, 9.002, 17.330], [6.180, 9.574, 17.502], [5.685, 11.629, 15.901], [5.747, 12.164, 17.538], [6.629, 13.043, 16.394], [8.979, 10.922, 18.665], [8.233, 12.498, 18.554], [7.259, 11.092, 19.137], [16.444, 9.501, 15.649], [16.774, 11.861, 15.586], [17.304, 12.958, 14.267], [15.565, 12.782, 14.664], [18.046, 10.155, 14.595], [17.804, 9.477, 13.004], [18.588, 11.060, 13.161], [15.386, 12.493, 12.191], [17.142, 12.503, 12.091], [16.173, 11.178, 11.377], [8.736, 13.801, 7.238], [10.118, 12.416, 8.154], [11.285, 11.449, 6.529], [11.629, 13.615, 9.169], [13.040, 6.041, 12.305], [14.331, 6.592, 11.773], [15.525, 6.204, 12.332], [16.730, 6.764, 11.859], [18.239, 6.272, 12.580], [16.797, 7.731, 10.871], [15.545, 8.130, 10.343], [14.342, 7.527, 10.705], [13.101, 7.789, 10.125], [13.028, 8.650, 8.985], [12.885, 10.123, 9.385], [13.763, 10.911, 9.113], [11.785, 10.415, 10.047], [13.193, 5.523, 13.251], [12.530, 5.394, 11.591], [12.373, 6.898, 12.544], [15.543, 5.425, 13.075], [17.718, 8.261, 10.587], [15.601, 8.942, 9.578], [12.209, 8.281, 8.391], [13.933, 8.514, 8.371], [8.560, 12.373, 11.573], [9.690, 12.194, 11.758], [7.983, 7.190, 13.673], [8.369, 7.809, 12.365], [7.944, 9.088, 11.913], [8.189, 9.472, 10.615], [8.862, 8.606, 9.771], [9.476, 7.463, 10.295], [9.211, 7.057, 11.566], [9.108, 8.958, 8.050], [7.782, 7.894, 7.426], [8.708, 10.373, 7.870], [7.263, 7.840, 14.186], [8.886, 7.023, 14.256], [7.476, 6.231, 13.489], [7.454, 9.804, 12.512], [7.926, 10.439, 10.242], [10.150, 6.910, 9.605], [9.715, 6.196, 12.016], [6.886, 8.312, 7.851], [8.017, 6.865, 7.714], [7.673, 7.997, 6.381]],
  "mulliken_charge": [2.367, -2.026, 2.094, -1.312, -1.902, -0.574, -0.523, 0.262, -0.334, 0.388, -0.199, -0.332, -0.368, -0.194, 0.025, -0.714, 2.410, -1.721, -1.356, -2.082, 2.363, -1.924, -1.741, -1.723, 0.692, -1.724, 0.364, -0.211, 2.296, -1.584, -1.500, -2.004, 0.518, 0.336, 0.314, 0.479, 0.040, 0.329, 0.489, 0.352, 0.362, 0.408, 0.366, 0.183, 0.119, 0.483, 0.356, -0.006, 0.186, 0.560, 0.423, 0.403, 0.388, 0.153, 0.397, 0.507, 0.349, 0.508, 0.270, 0.287, 0.406, 0.456, 0.152, 0.199, 0.505, 0.075, 0.296, 0.067, 0.454, 0.242, 0.685, 0.209, -0.375, 1.095, -0.376, -0.333, -0.985, 0.978, -0.955, 0.466, -0.266, -1.076, -0.194, 0.604, -0.383, -1.039, 0.299, -0.643, -0.202, 0.292, 0.460, -0.372, 0.521, 0.349, 0.143, 0.397, 0.480, -0.940, 0.492, -1.596, 1.097, -0.229, -1.056, 0.163, -0.482, -0.161, 0.719, -1.212, -0.817, 0.234, 0.204, 0.523, 0.359, 0.715, 0.148, 0.250, 0.367, 0.356, 0.459],
  "charge": -1,
  "homo_lumo_gap_ev": [7.4, 5.9],
  "e_lumo_ev": [2.03, 0.57],
  "s2": 0.7532,
  "multiplicity": 2,
  "e_homo_ev": [-5.357, -5.358]
}


| no. | total energy (eV) | F_max (hartree/bohr) |
| --- | --- | --- |
| 1 | -89557.6043 | 0.0753 |
| 2 | -14114.2827 | 0.1702 |
| 3 | -8481.1599 | 0.1046 |
| 4 | -11323.8997 | 0.0921 |
| 5 | -52410.8578 | 0.0366 |
| 6 | -250385.4110 | 0.0490 |